13
Properties=species:S:1:pos:R:3:forces:R:3:mulliken_charge:R:1 method="wB97M-V/def2-TZVPD" smiles="O=CNCCS" energy_ev=-17596.974 total_charge=0
O -2.589713 1.132425 1.288548 -0.522 0.291 -0.709 -0.529
C -1.800883 0.234689 1.150293 0.197 -0.365 1.505 0.062
N -1.263189 -0.256638 0.010471 0.006 -0.144 -1.239 -0.164
C 0.136924 -0.628866 -0.157776 -0.156 0.642 0.769 -0.751
C 0.963609 0.606795 -0.552138 0.498 -1.141 -1.451 -0.504
S 2.773263 0.312961 -0.401539 -0.047 0.155 0.704 -0.218
H -1.506233 -0.330192 2.058487 0.507 0.008 -0.229 0.310
H -1.661502 0.068975 -0.862701 -0.202 0.342 0.296 0.241
H 0.547378 -0.973919 0.794284 -0.247 -0.351 -0.063 0.402
H 0.160807 -1.409128 -0.915338 0.405 -0.087 0.086 0.335
H 0.927701 0.745237 -1.634780 -0.824 0.380 0.140 0.326
H 0.588525 1.484089 -0.040099 0.452 0.165 0.229 0.376
H 2.723314 -0.986426 -0.737708 -0.066 0.104 -0.036 0.115



57
Properties=species:S:1:pos:R:3:forces:R:3:mulliken_charge:R:1 method="wB97M-V/def2-TZVPD" smiles="CCOC(=O)c1c(C)[nH]c(C(=O)COC(=O)[C@H]2CC(=O)N(Cc3ccccc3)C2)c1C" energy_ev=-39540.264 total_charge=0
C -1.805990 -0.505833 -5.233038 0.388 0.145 0.127 -1.040
C -0.447307 0.164575 -5.385177 -0.425 0.171 -0.418 -0.320
O 0.306887 0.087646 -4.178420 0.165 -0.183 0.211 -0.317
C 0.104680 1.055736 -3.271218 -0.041 0.260 0.127 0.441
O -0.657770 1.979412 -3.454604 -0.087 -0.041 -0.129 -0.684
C 0.899926 0.861442 -2.059304 0.188 0.041 0.291 1.122
C 0.822167 1.674923 -0.922418 0.011 -0.079 -0.252 -0.545
C -0.011402 2.866212 -0.644837 -0.097 0.140 0.070 -1.846
N 1.687246 1.205251 -0.016068 -0.160 0.288 -0.009 0.262
C 2.341668 0.089395 -0.503222 -0.330 -0.311 -0.978 -0.850
C 3.377429 -0.611740 0.200957 0.291 0.015 0.618 0.695
O 3.958927 -1.592607 -0.224148 0.039 0.031 0.118 -0.670
C 3.778918 -0.070394 1.595565 0.412 0.108 -0.379 -0.971
O 2.899229 -0.586825 2.595629 0.096 -0.406 -0.005 -0.326
C 1.938217 0.182828 3.082291 -0.330 0.037 0.374 0.230
O 1.762340 1.337796 2.771811 0.009 0.075 0.067 -0.755
C 1.064688 -0.610294 4.033752 0.088 0.246 -0.003 0.424
C 0.125260 0.279332 4.846437 0.005 0.123 0.005 -0.848
C -1.281980 -0.064725 4.381474 0.314 0.048 0.259 0.573
O -2.309698 0.452175 4.753275 -0.335 0.274 0.107 -0.680
N -1.192921 -1.067255 3.482456 0.110 -0.289 -0.146 0.232
C -2.323703 -1.552807 2.719195 -0.120 0.137 0.057 -1.678
C -2.390412 -0.866887 1.377799 -0.004 -0.109 0.020 0.643
C -1.841574 -1.446052 0.241581 -0.049 -0.025 0.065 -0.534
C -1.879382 -0.779264 -0.971684 0.012 -0.017 -0.082 -0.182
C -2.465812 0.471134 -1.057852 -0.040 0.019 -0.062 -0.260
C -3.003506 1.059305 0.075259 -0.038 0.022 0.011 -1.080
C -2.962619 0.396364 1.288086 -0.024 0.003 0.030 -0.239
C 0.139357 -1.514069 3.181686 0.111 -0.291 -0.176 -0.540
C 1.857948 -0.145076 -1.795330 0.107 0.134 0.510 1.523
C 2.287161 -1.233346 -2.705181 0.242 -0.211 -0.034 -1.292
H -1.683631 -1.540339 -4.920491 -0.023 -0.107 -0.004 0.283
H -2.332695 -0.482766 -6.182660 -0.090 -0.016 -0.101 0.418
H -2.400140 0.019370 -4.489230 -0.084 0.038 0.037 0.218
H -0.573849 1.216921 -5.660478 0.089 -0.207 -0.019 0.324
H 0.159582 -0.346783 -6.135738 -0.042 0.091 0.098 0.355
H -0.628186 3.090412 -1.508642 -0.009 0.040 0.064 0.340
H -0.649214 2.683414 0.219564 -0.058 0.019 0.049 0.309
H 0.621859 3.724507 -0.422025 0.020 0.085 0.004 0.493
H 1.771680 1.575820 0.926018 0.011 -0.068 -0.064 0.213
H 4.766429 -0.472977 1.831965 -0.186 0.079 -0.092 0.432
H 3.793556 1.022578 1.629554 0.005 -0.144 0.043 0.478
H 1.717401 -1.218783 4.660513 -0.053 0.037 -0.089 0.709
H 0.310319 1.336469 4.646680 -0.061 -0.068 0.056 0.316
H 0.208957 0.116637 5.919936 -0.043 -0.006 -0.013 0.275
H -2.230763 -2.636833 2.604462 -0.052 0.063 0.022 0.483
H -3.216286 -1.320793 3.305769 0.079 -0.119 -0.058 0.488
H -1.393364 -2.428584 0.301629 0.040 -0.112 0.014 0.362
H -1.450499 -1.238738 -1.850020 0.050 -0.047 -0.110 0.431
H -2.495070 0.995999 -1.999761 0.015 0.054 -0.122 0.404
H -3.458730 2.036490 0.010636 -0.046 0.095 -0.004 0.463
H -3.374084 0.852660 2.176299 -0.062 0.051 0.119 0.459
H 0.344199 -1.412709 2.107990 0.017 -0.058 0.077 0.216
H 0.258051 -2.570662 3.448665 0.039 0.084 -0.090 0.091
H 2.610594 -0.818739 -3.657836 0.001 -0.048 -0.071 0.287
H 1.449864 -1.898258 -2.911128 -0.027 -0.069 -0.068 0.234
H 3.096046 -1.800665 -2.256427 -0.039 -0.021 -0.073 0.430



16
Properties=species:S:1:pos:R:3:forces:R:3:mulliken_charge:R:1 method="wB97M-V/def2-TZVPD" energy_ev=-8866.634 total_charge=0
C 1.819151 -1.263966 0.674468 0.043 -0.024 0.014 -1.312
C 0.641072 -0.489044 1.237206 0.122 -0.265 0.163 0.352
N 0.694118 0.986685 0.925249 0.106 0.096 -0.146 -0.527
C -0.411214 0.735861 0.090227 -0.047 0.092 -0.027 0.310
O -0.938415 1.664216 -0.710979 0.127 -0.070 0.121 -0.394
C -0.624521 -0.550614 0.406383 -0.133 -0.090 -0.097 -0.460
C -1.869225 1.097433 -1.622799 -0.188 -0.026 -0.128 -0.741
H 1.948285 -1.021033 -0.387952 -0.017 -0.021 0.168 0.378
H 1.634443 -2.341030 0.745287 0.035 0.139 0.038 0.319
H 2.748840 -1.042331 1.210770 -0.105 -0.013 -0.055 0.314
H 0.521752 -0.654412 2.315208 0.026 0.039 -0.176 0.276
H 1.538157 1.290673 0.441281 -0.111 -0.053 0.077 0.270
H -1.391578 -1.292894 0.235778 0.165 0.138 0.011 0.373
H -2.314393 1.921849 -2.180453 0.068 -0.127 0.080 0.233
H -2.645593 0.549060 -1.078560 0.025 0.095 -0.104 0.285
H -1.350885 0.409543 -2.301110 -0.116 0.091 0.060 0.324



22
Properties=species:S:1:pos:R:3:forces:R:3:mulliken_charge:R:1 method="wB97M-V/def2-TZVPD" energy_ev=-20802.148 total_charge=0
C -1.512908 -1.526270 0.474718 -0.316 -0.324 -0.195 0.391
C -1.348290 -0.258508 0.745557 1.610 2.522 0.285 -0.628
C -2.634545 -2.003854 -0.391954 0.185 -2.985 -0.937 -1.200
C 2.300870 0.481113 1.500030 2.896 -0.056 -1.329 -0.890
C 3.110240 0.473296 -0.861964 -0.963 -0.548 0.785 -1.326
C 2.196247 0.088706 0.245446 -2.933 0.180 -0.742 0.548
N -1.205543 1.851150 -1.042017 -0.664 -0.513 2.697 -0.563
O -2.177294 2.176250 1.327940 -0.034 0.556 0.656 -0.599
S -2.336249 1.231647 0.237653 1.101 -0.986 -0.918 0.499
H -0.673142 -2.078741 0.905746 -0.677 -0.825 -0.447 0.381
H -2.949648 -3.109161 -0.301535 0.818 1.501 0.387 0.318
H -3.545429 -1.474501 -0.182536 -0.250 0.618 -0.318 0.380
H -2.313974 -1.983160 -1.469811 -0.526 0.466 0.866 0.240
H -0.396942 -0.003845 1.284359 -1.296 0.381 -0.350 0.240
H 3.272101 0.890671 1.788691 -0.423 0.332 0.308 0.258
H 1.643260 0.184134 2.229411 -1.540 -0.389 1.648 0.360
H 3.091372 1.473130 -1.178371 -0.561 1.575 -0.207 0.303
H 3.060362 -0.118371 -1.722799 -0.415 -1.105 -1.243 0.384
H 4.041128 0.325527 -0.467253 2.904 -0.275 0.789 0.385
H 1.207775 -0.385095 -0.011158 1.200 0.280 -0.061 -0.001
H -1.112441 1.128133 -1.710535 0.065 -0.726 -1.147 0.263
H -1.716958 2.637759 -1.399616 -0.176 0.319 -0.528 0.259



17
Properties=species:S:1:pos:R:3:forces:R:3:mulliken_charge:R:1 method="wB97M-V/def2-TZVPD" energy_ev=-22299.151 total_charge=-1
C -3.817179 -0.579851 0.333780 1.530 -2.626 0.831 -0.696
C 0.303135 -0.746950 -0.367356 1.008 0.427 1.921 -0.108
C 1.099148 -0.041520 0.471151 -0.598 -0.790 -1.666 0.194
C -2.678210 0.007961 0.162791 2.697 -1.176 -0.304 0.285
C -0.827368 -1.515089 -0.010916 -3.164 0.979 0.937 -0.274
C -2.322664 1.475038 -0.053012 -2.135 -1.223 -2.120 0.430
C 2.132530 0.845326 -0.036620 2.334 -3.093 -1.584 -1.407
O -2.898603 1.830467 -1.120594 0.723 0.461 0.407 -0.714
O -1.742128 2.068677 0.819917 1.442 1.100 1.345 -0.653
S -1.238040 -3.034281 0.231198 0.309 0.232 -0.148 -0.339
H -4.664880 -0.014204 0.253492 -2.232 1.418 -0.148 0.401
H -3.919209 -1.637505 0.643394 0.218 0.443 -0.435 0.187
H 0.507945 -0.749121 -1.410885 0.069 0.400 -0.880 0.270
H 1.152398 -0.051282 1.526771 -1.099 -0.447 1.066 0.358
H 2.179786 0.901293 -1.105318 -0.075 -0.295 -0.842 0.357
H 3.145047 0.540648 0.297863 -0.310 0.040 -0.022 0.310
H 2.025402 1.792358 0.238281 -0.716 4.149 1.642 0.398



30
Properties=species:S:1:pos:R:3:forces:R:3:mulliken_charge:R:1 method="wB97M-V/def2-TZVPD" energy_ev=-84674.742 total_charge=+1
C -0.881920 2.074422 1.997280 -0.067 -0.020 0.936 -0.441
C -1.531912 3.159434 1.459456 -0.638 2.167 -1.571 -0.395
C -0.932983 1.028064 1.047432 0.261 -0.404 0.161 -0.362
C -1.682548 2.862501 0.072651 -1.096 1.477 0.490 0.323
C 2.137682 -0.611285 1.262966 1.831 -1.329 -1.845 -0.610
C 2.463663 -2.026009 1.045168 3.601 -0.818 -0.958 -0.672
C -1.591152 0.902813 -1.357662 2.986 -4.558 0.480 -0.418
C -0.179071 0.488066 -1.976445 -2.090 -1.358 1.758 -0.851
C 1.775922 -1.275501 -0.074644 1.564 0.682 0.057 -0.141
C 0.408939 -1.475298 -0.513547 1.489 -0.106 2.169 0.005
C -0.425432 -2.212239 0.469596 -2.739 0.313 -2.617 -1.790
N -1.286883 1.595594 -0.171633 -0.397 -0.232 2.152 0.287
N 0.037212 -1.008998 -1.849029 1.882 -0.090 2.089 0.107
Br -2.492946 3.864094 -1.342436 0.279 -0.071 1.052 -0.136
H -0.560977 2.124380 3.053167 -0.001 -0.735 -0.891 0.389
H -1.846104 4.140782 1.935416 0.563 -1.560 -0.701 0.363
H 1.428687 -0.483633 1.938181 -3.491 0.805 2.685 0.296
H 2.854659 0.159209 1.270629 0.969 0.572 -0.187 0.306
H 3.567906 -2.384662 0.885948 -2.073 1.145 -0.095 0.218
H 2.019623 -2.830350 1.537529 -1.356 -0.687 0.971 0.262
H -2.095966 1.537184 -1.947596 -1.429 2.095 -2.541 0.333
H -2.261947 -0.079654 -1.359253 1.258 2.019 0.896 0.206
H -0.173800 0.633698 -2.974232 -0.169 0.669 -3.495 0.511
H 0.720165 0.931489 -1.602151 0.098 0.494 0.828 0.455
H 2.622118 -1.001083 -0.701460 -0.816 0.138 -1.120 0.433
H -0.629793 -3.234048 0.237468 1.059 -1.421 -0.101 0.344
H -1.489308 -1.976374 0.502675 -0.174 1.169 -0.140 0.456
H -0.112037 -2.052821 1.439173 0.937 0.081 1.899 0.487
H -0.767419 -1.601538 -1.908416 -0.868 -0.181 -1.890 0.537
H 0.905621 -1.248236 -2.376231 -1.372 -0.256 -0.470 0.499